Record 1
# C4H6O2

C4H6O2 as an isolated structure at a distorted geometry (ωB97M-V/def2-TZVPD, OMol25).

The charge is 0. The calculation puts the energy above the lowest of the compared OMol25 structures with the same formula, charge and spin at 320.20 kJ/mol. Its strongest force on any atom is 0.057 Eh/bohr. The value obtained for the LUMO energy is 0.861 eV. The value obtained for the molar mass is 86.090 u. For the gap between HOMO and LUMO, the calculation gives 0.37021 Ha.

Positions of all 12 atoms, in Å:
C1 -1.44139 -0.48515 -0.40899
C2 -0.32150 -0.16111 0.54914
O1 0.79150 -1.08129 0.38302
C3 1.62707 -0.03037 0.04351
C4 0.66958 1.03858 0.34031
O2 0.65341 2.24611 0.35517
H1 -2.15227 0.34227 -0.42206
H2 -1.05579 -0.63932 -1.42334
H3 -1.96622 -1.39794 -0.10269
H4 -0.63460 -0.15284 1.59495
H5 1.12904 0.57876 -1.00131
H6 2.70118 -0.25770 0.09230

Atom charges from the Löwdin analysis, given in e for atoms 1 to 6: -0.024, -0.261, -0.064, -0.084, -0.425, 0.063

***

Record 2
# C4H6O2

An isolated molecule of C4H6O2 (ωB97M-V/def2-TZVPD, OMol25).

The charge is 0. The calculation puts the energy above the lowest of the compared OMol25 structures with the same formula, charge and spin at 258.61 kJ/mol. Its strongest force on any atom is 0.011 Eh/bohr. As for the structure (SMILES): C#C[C@H](O)CO. The value obtained for the LUMO energy is 0.813 eV. The value obtained for the molar mass is 86.090 u. For the gap between HOMO and LUMO, the calculation gives 0.40266 Ha.

Positions of all 12 atoms, in Å:
C1 2.11053 -0.76442 0.11810
C2 1.15711 -0.03092 0.20233
C3 -0.06848 0.78760 0.22430
O1 -0.60569 0.93015 1.52728
C4 -1.10734 0.13770 -0.70896
O2 -1.27124 -1.23868 -0.47666
H1 2.97695 -1.38703 0.04797
H2 0.16885 1.79256 -0.16410
H3 -0.03992 0.47796 2.16334
H4 -2.07420 0.60869 -0.50970
H5 -0.82271 0.34844 -1.75353
H6 -0.42386 -1.66205 -0.67037

Atom charges from the Löwdin analysis, given in e for atoms 1 to 6: 0.139, -0.083, -0.379, -0.014, -0.224, -0.050

***

Record 3
# C4H6O2P

An isolated ion of composition C4H6O2P and charge -1 at a distorted geometry (ωB97M-V/def2-TZVPD, OMol25).

The charge is -1. The calculation puts the energy above the lowest of the compared OMol25 structures with the same formula, charge and spin at 117.10 kJ/mol. Its strongest force on any atom is 0.063 Eh/bohr. As for the structure (SMILES): C=C/C=C\P([O-])O. The value obtained for the LUMO energy is 3.867 eV. The value obtained for the molar mass is 117.064 u. For the gap between HOMO and LUMO, the calculation gives 0.24473 Ha.

Positions of all 13 atoms, in Å:
C1 2.57155 0.57116 0.57325
C2 1.29167 0.31112 0.63084
C3 0.68646 -0.48466 -0.40217
C4 -0.62237 -0.57140 -0.68621
P1 -1.86683 0.57791 0.06449
O1 -2.57770 1.05700 -1.18901
O2 -2.90399 -0.70973 0.51381
H1 3.09643 0.24785 -0.34561
H2 3.13307 1.15105 1.25746
H3 0.60005 0.62244 1.41226
H4 1.37200 -1.05307 -0.88844
H5 -1.14376 -1.45441 -1.03695
H6 -3.63659 -0.26526 0.09628

Atom charges from the Löwdin analysis, given in e for atoms 1 to 6: -0.039, -0.248, -0.236, -0.224, 0.492, -0.586

***

Record 4
# C4H6O2Pb

C4H6O2Pb as an isolated structure at a distorted geometry (ωB97M-V/def2-TZVPD, OMol25).

The charge is 0. The calculation puts the energy above the lowest of the compared OMol25 structures with the same formula, charge and spin at 0.00 kJ/mol. Its strongest force on any atom is 0.094 Eh/bohr. The value obtained for the LUMO energy is -0.775 eV. The value obtained for the molar mass is 293.290 u. For the gap between HOMO and LUMO, the calculation gives 0.26019 Ha.

Positions of all 13 atoms, in Å:
O1 -0.61361 -1.99188 1.29233
C1 -0.36733 -2.45791 0.13653
H1 0.56397 -0.37697 1.04778
H2 -0.15818 -3.56087 0.27374
C2 1.10543 0.81348 0.84951
C3 0.40798 1.55959 -0.02762
C4 -0.78418 1.02836 -0.78787
O2 -0.57848 -0.10865 -1.58217
Pb1 0.90469 -1.35366 -1.34948
H3 0.41435 2.65339 0.08533
H4 1.86799 1.30687 1.46237
H5 -1.25747 1.84183 -1.36410
H6 -1.50515 0.64644 -0.03636

Atom charges from the Löwdin analysis, given in e for atoms 1 to 6: -0.176, -0.419, 0.111, 0.026, -0.048, -0.193

***

Record 5
# C4H6O2Pr

C4H6O2Pr as an isolated structure at a distorted geometry (ωB97M-V/def2-TZVPD, OMol25).

The charge is +2. The calculation puts the energy above the lowest of the compared OMol25 structures with the same formula, charge and spin at 283.17 kJ/mol. Its multiplicity is 4. Its strongest force on any atom is 0.130 Eh/bohr. The value obtained for the LUMO energy (spin up / spin down) is -10.241 / -9.687 eV. The value obtained for the molar mass is 226.998 u. For the gap between HOMO and LUMO (spin up / spin down), the calculation gives 0.20384 / 0.28293 Ha.

Positions of all 13 atoms, in Å:
H1 -0.46390 1.32798 -1.51514
O1 0.05420 -0.62114 -2.72138
C1 -0.07641 0.05560 -1.60919
C2 0.95911 0.87689 -1.16041
C3 1.14558 1.77626 0.05942
C4 -0.01031 1.81493 1.01831
O2 -0.46293 0.65950 1.51792
Pr1 -0.02718 -1.23502 0.82202
H2 0.24818 -1.55230 -2.54986
H3 1.91463 0.62912 -1.64400
H4 1.34959 2.79551 -0.30171
H5 2.08420 1.47225 0.56792
H6 -0.16149 2.71613 1.62629

Atom charges from the Löwdin analysis, given in e for atoms 1 to 6: 0.275, 0.079, -0.371, -0.086, -0.108, 0.018

***

Record 6
# C4H6O2S

An isolated molecule of C4H6O2S at a distorted geometry (ωB97M-V/def2-TZVPD, OMol25).

The charge is 0. The calculation puts the energy above the lowest of the compared OMol25 structures with the same formula, charge and spin at 267.58 kJ/mol. Its strongest force on any atom is 0.123 Eh/bohr. As for the structure (SMILES): S=C1OCCCO1. The value obtained for the LUMO energy is 0.678 eV. The value obtained for the molar mass is 118.157 u. For the gap between HOMO and LUMO, the calculation gives 0.34264 Ha.

Positions of all 13 atoms, in Å:
S1 3.26495 -0.07718 -0.04319
C1 1.73087 0.08143 -0.02998
O1 1.01151 -1.06297 0.28717
C2 -0.37679 -1.21044 -0.23732
C3 -1.17978 0.10526 -0.07945
C4 -0.14249 1.23863 0.14332
O2 1.12008 1.18902 -0.33009
H1 -0.48509 -1.82437 -1.27314
H2 -0.77244 -2.03361 0.52384
H3 -1.76132 -0.11585 0.74168
H4 -1.68278 0.16908 -0.97912
H5 -0.44502 2.15115 -0.00048
H6 -0.28170 1.38987 1.27675

Atom charges from the Löwdin analysis, given in e for atoms 1 to 6: 0.843, -1.002, -0.127, -0.131, -0.101, -0.198

***

Record 7
# C4H6O2V

C4H6O2V as an isolated structure at a distorted geometry (ωB97M-V/def2-TZVPD, OMol25).

The charge is 0. The calculation puts the energy above the lowest of the compared OMol25 structures with the same formula, charge and spin at 356.66 kJ/mol. Its multiplicity is 4. Its strongest force on any atom is 0.048 Eh/bohr. The value obtained for the LUMO energy (spin up / spin down) is -0.461 / -0.455 eV. The value obtained for the molar mass is 137.034 u. For the gap between HOMO and LUMO (spin up / spin down), the calculation gives 0.21612 / 0.17859 Ha.

Positions of all 13 atoms, in Å:
C1 0.48425 -0.10109 -1.20358
O1 0.38704 0.73840 -2.26358
H1 0.52912 -1.14198 -1.52843
H2 0.13237 1.62836 -1.99311
C2 -1.76078 -1.23891 1.13983
C3 -0.41899 -0.80499 1.13446
C4 0.03387 0.22229 0.14556
O2 1.44971 0.21352 -0.18489
V1 2.74819 1.90858 0.11853
H3 -2.47185 -0.39816 1.07713
H4 0.05733 -1.80518 0.96797
H5 -0.81336 -0.45397 2.27885
H6 -0.35689 1.23314 0.31126

Atom charges from the Löwdin analysis, given in e for atoms 1 to 6: -0.352, 0.036, 0.176, 0.100, 0.072, -0.276

***

Record 8
# C4H6O3Rb

C4H6O3Rb as an isolated structure at a distorted geometry (ωB97M-V/def2-TZVPD, OMol25).

The charge is 0. The calculation puts the energy above the lowest of the compared OMol25 structures with the same formula, charge and spin at 86.56 kJ/mol. Its multiplicity is 2. Its strongest force on any atom is 0.109 Eh/bohr. The value obtained for the LUMO energy (spin up / spin down) is -1.117 / -1.274 eV. The value obtained for the molar mass is 187.557 u. For the gap between HOMO and LUMO (spin up / spin down), the calculation gives 0.11239 / 0.24115 Ha.

Positions of all 14 atoms, in Å:
C1 1.76963 0.21259 0.35878
O1 1.00153 -0.88348 0.36866
C2 -0.61654 -0.04716 -0.36797
C3 -0.23119 1.37807 -0.05840
O2 1.13559 1.41679 0.32892
C4 -1.81164 -0.62120 0.33081
O3 2.86434 0.15022 -0.27837
Rb1 3.99450 -2.84153 -0.59982
H1 -0.55594 -0.28590 -1.43748
H2 -0.31965 2.03292 -0.93731
H3 -0.84578 1.79134 0.75658
H4 -1.90282 -1.69888 0.14011
H5 -2.74578 -0.14937 -0.02065
H6 -1.73625 -0.45443 1.41614

Atom charges from the Löwdin analysis, given in e for atoms 1 to 6: -0.666, -0.100, -0.213, -0.193, -0.024, -0.123

***

Record 9
# C4H6O4

An isolated molecule of C4H6O4 at a distorted geometry (ωB97M-V/def2-TZVPD, OMol25).

The charge is 0. The calculation puts the energy above the lowest of the compared OMol25 structures with the same formula, charge and spin at 611.40 kJ/mol. Its strongest force on any atom is 0.173 Eh/bohr. As for the structure (SMILES): O=CC1OCOCO1. The value obtained for the LUMO energy is 0.263 eV. The value obtained for the molar mass is 118.088 u. For the gap between HOMO and LUMO, the calculation gives 0.37845 Ha.

Positions of all 14 atoms, in Å:
O1 -3.10130 0.22938 -0.03218
C1 -1.97807 -0.24247 0.32688
C2 -0.68216 -0.17329 -0.38282
O2 -0.15222 0.86946 0.16441
C3 1.18841 1.33324 -0.02926
O3 2.41676 0.15777 -0.05398
C4 1.63165 -0.91704 0.29576
O4 0.22808 -1.27171 -0.36378
H1 -1.76077 -0.97864 1.25162
H2 -0.80037 0.08156 -1.32254
H3 1.63595 1.92155 0.78067
H4 1.21709 1.70658 -1.04134
H5 2.15441 -1.66463 -0.15882
H6 1.46422 -0.94821 1.51129

Atom charges from the Löwdin analysis, given in e for atoms 1 to 6: 0.051, -0.097, -0.482, -0.036, 0.051, -0.093

***

Record 10
# C4H6OS

An isolated molecule of C4H6OS at a distorted geometry (ωB97M-V/def2-TZVPD, OMol25).

The charge is 0. The calculation puts the energy above the lowest of the compared OMol25 structures with the same formula, charge and spin at 123.77 kJ/mol. Its strongest force on any atom is 0.027 Eh/bohr. As for the structure (SMILES): C[C@H]1OC=CS1. The value obtained for the LUMO energy is 0.892 eV. The value obtained for the molar mass is 102.158 u. For the gap between HOMO and LUMO, the calculation gives 0.32774 Ha.

Positions of all 12 atoms, in Å:
C1 0.27202 -1.44122 0.63375
C2 0.01846 -0.68479 -0.63030
O1 -1.17429 0.11113 -0.66031
C3 -0.90888 1.37811 -0.08096
C4 0.38125 1.70094 -0.07539
S1 1.41899 0.52408 -0.84584
H1 0.31568 -0.76688 1.45423
H2 1.22366 -1.99054 0.50112
H3 -0.50179 -2.15251 0.80204
H4 0.04057 -1.37815 -1.46908
H5 -1.79591 2.00750 0.18015
H6 0.71023 2.69233 0.19061

Atom charges from the Löwdin analysis, given in e for atoms 1 to 6: -0.110, -0.600, -0.126, -0.190, -0.437, 0.916

***

Record 11
# C4H6OS

An isolated molecule of C4H6OS at a distorted geometry (ωB97M-V/def2-TZVPD, OMol25).

The charge is 0. The calculation puts the energy above the lowest of the compared OMol25 structures with the same formula, charge and spin at 183.56 kJ/mol. Its strongest force on any atom is 0.089 Eh/bohr. As for the structure (SMILES): S[C@H]1C=CCO1. The value obtained for the LUMO energy is 0.861 eV. The value obtained for the molar mass is 102.158 u. For the gap between HOMO and LUMO, the calculation gives 0.36471 Ha.

Positions of all 12 atoms, in Å:
S1 2.15715 0.01965 0.35392
C1 0.63302 -0.42562 -0.60409
C2 -0.32399 -1.12898 0.31734
C3 -1.18338 -0.21898 0.68798
C4 -0.89622 1.03803 0.08916
O1 0.04425 0.78157 -0.92284
H1 2.87573 0.31793 -0.74100
H2 1.02992 -1.01717 -1.40410
H3 -0.13313 -2.20943 0.45362
H4 -2.10701 -0.45687 1.26337
H5 -1.74449 1.65452 -0.42124
H6 -0.35186 1.64532 0.92789

Atom charges from the Löwdin analysis, given in e for atoms 1 to 6: 0.747, -0.661, -0.099, -0.119, -0.242, -0.158

***

Record 12
# C4H6OS2

An isolated molecule of C4H6OS2 at a distorted geometry (ωB97M-V/def2-TZVPD, OMol25).

The charge is 0. The calculation puts the energy above the lowest of the compared OMol25 structures with the same formula, charge and spin at 249.71 kJ/mol. Its strongest force on any atom is 0.104 Eh/bohr. As for the structure (SMILES): O[C@@H]1CCSC1=S. The value obtained for the LUMO energy is -0.356 eV. The value obtained for the molar mass is 134.225 u. For the gap between HOMO and LUMO, the calculation gives 0.30104 Ha.

Positions of all 13 atoms, in Å:
O1 0.27680 1.24754 1.55384
C1 -0.70967 0.51490 0.77890
C2 -0.09254 -0.94427 0.34836
C3 0.84577 -0.83267 -0.95125
S1 0.23999 0.56955 -1.76721
C4 -0.77594 1.17441 -0.51044
S2 -1.53877 2.65048 -0.70783
H1 1.30642 0.98594 1.07244
H2 -1.73473 0.53606 1.36493
H3 -0.79150 -1.80310 0.05629
H4 0.48999 -1.49395 1.14609
H5 0.51874 -1.73959 -1.69432
H6 1.96543 -0.86528 -0.68980

Atom charges from the Löwdin analysis, given in e for atoms 1 to 6: -0.119, -0.459, -0.188, -0.535, 0.913, -1.095

***

Among the records above, which one has the highest molar mass?
C4H6O2Pb

***

Which value of charge does entry 7 give?
0